No. 1
DFT (the ωB97M-V functional and the def2-TZVPD basis) results for C4H9NO4 in the gas phase.

Its HOMO-LUMO gap is 9.7 eV. Its HOMO energy is -9.327 eV. As for the largest force on an atom: 0.050 hartree/bohr. The energy above the lowest of the compared OMol25 structures with the same formula, charge and spin comes out at 5.1152 eV. Its net charge is 0. For the total energy, the calculation gives -513.38957 Ha. The SMILES is CC(=O)[C@@](C)(O)N(O)O. The molar mass comes out at 135.1 Da.

Geometry (Å):
C: -1.675 1.370 0.180
C: -1.154 -0.023 0.430
O: 0.537 0.651 1.749
O: -1.865 -0.905 0.839
H: 0.651 1.583 1.485
H: -1.044 2.017 -0.424
H: -1.726 1.878 1.143
H: -2.669 1.321 -0.260
C: 0.144 -1.860 -0.815
C: 0.208 -0.414 -0.349
O: 2.410 0.115 0.181
O: 0.349 0.437 -1.450
N: 1.210 -0.355 0.691
H: 3.066 -0.079 0.865
H: 1.202 0.875 -1.529
H: 1.091 -2.138 -1.273
H: -0.043 -2.507 0.038
H: -0.692 -1.967 -1.502

---

No. 2
DFT (the ωB97M-V functional and the def2-TZVPD basis) results for a molecular structure, C38H52Cl2P2Pt.

Its HOMO-LUMO gap (alpha / beta) is 6.2 / 4.2 eV. Its HOMO energy (alpha / beta) is -5.599 / -7.226 eV. Its expectation value of S² is 6.041. As for the largest force on an atom: 0.049 hartree/bohr. The energy above the lowest of the compared OMol25 structures with the same formula, charge and spin comes out at 0.4576 eV. Its net charge is 0. As for the spin multiplicity: 5. For the total energy, the calculation gives -3201.50703 Ha. The molar mass comes out at 836.8 Da.

Geometry (Å):
P: 0.108 -0.719 -2.147
C: 1.687 -0.081 -2.995
C: 1.934 -0.442 -4.463
C: 3.338 -0.003 -4.892
C: 3.621 1.474 -4.592
C: 3.239 1.897 -3.170
C: 1.834 1.429 -2.771
C: -1.326 0.176 -2.998
C: -1.224 0.357 -4.509
C: -2.536 0.920 -5.062
C: -2.953 2.214 -4.354
C: -2.900 2.135 -2.824
C: -1.606 1.508 -2.288
C: -0.052 -2.396 -2.956
C: 1.149 -3.258 -2.534
C: 1.059 -4.677 -3.110
C: -0.280 -5.361 -2.818
C: -1.488 -4.483 -3.155
C: -1.386 -3.062 -2.584
H: 2.456 -0.585 -2.379
H: 1.191 0.061 -5.094
H: 1.815 -1.518 -4.641
H: 3.460 -0.194 -5.965
H: 4.073 -0.629 -4.370
H: 4.684 1.682 -4.762
H: 3.063 2.093 -5.307
H: 3.956 1.475 -2.454
H: 3.295 2.987 -3.078
H: 1.643 1.673 -1.715
H: 1.089 1.966 -3.377
H: -2.179 -0.493 -2.789
H: -3.323 0.162 -4.951
H: -0.982 -0.590 -5.012
H: -0.414 1.065 -4.734
H: -2.419 1.103 -6.136
H: -3.965 2.490 -4.669
H: -2.291 3.022 -4.691
H: -3.021 3.136 -2.398
H: -3.744 1.532 -2.463
H: -1.684 1.333 -1.204
H: -0.762 2.197 -2.443
H: -0.033 -2.239 -4.051
H: 2.096 -2.804 -2.859
H: 1.182 -3.292 -1.433
H: 1.204 -4.624 -4.197
H: 1.882 -5.277 -2.707
H: -0.320 -5.623 -1.753
H: -0.339 -6.300 -3.381
H: -2.405 -4.952 -2.782
H: -1.588 -4.414 -4.247
H: -2.233 -2.473 -2.964
H: -1.481 -3.074 -1.487
Pt: -0.141 0.016 2.172
Cl: -1.696 -0.857 0.624
Cl: 1.693 -0.297 0.730
C: -0.493 1.690 3.124
H: -0.802 1.696 4.186
C: -0.528 2.976 2.492
C: -1.185 4.043 3.172
C: -1.249 5.295 2.594
C: -0.664 5.535 1.337
C: -0.011 4.491 0.660
C: 0.053 3.215 1.221
H: -1.647 3.822 4.137
H: -1.759 6.107 3.109
H: 0.449 4.676 -0.314
H: 0.534 2.371 0.717
H: -0.722 6.527 0.887
C: -0.455 -2.806 3.967
P: -0.098 -1.058 4.156
C: -1.418 -0.455 5.270
C: -1.150 -0.105 6.602
C: -2.168 0.451 7.379
C: -3.440 0.656 6.833
C: -3.702 0.321 5.499
C: -2.688 -0.238 4.717
C: 1.498 -0.848 4.994
C: 2.079 0.430 4.969
C: 3.331 0.643 5.550
C: 4.018 -0.428 6.128
C: 3.452 -1.709 6.141
C: 2.199 -1.928 5.561
H: -1.450 -2.910 3.511
H: -0.449 -3.271 4.963
H: 0.301 -3.275 3.323
H: -0.157 -0.273 7.021
H: -1.969 0.721 8.416
H: -4.241 1.069 7.449
H: -4.693 0.489 5.069
H: -2.862 -0.463 3.661
H: 1.560 1.244 4.455
H: 3.769 1.645 5.538
H: 5.009 -0.262 6.556
H: 3.999 -2.538 6.595
H: 1.771 -2.931 5.541

---

No. 3
DFT (the ωB97M-V functional and the def2-TZVPD basis) results for a molecular structure, C16H21AuNO5P.

Its HOMO-LUMO gap is 8.8 eV. Its HOMO energy is -8.584 eV. As for the largest force on an atom: 0.009 hartree/bohr. Its net charge is 0. For the total energy, the calculation gives -1530.40484 Ha. The molar mass comes out at 535.3 Da.

Geometry (Å):
Au: 1.716 -0.407 -1.298
O: 2.498 2.699 -3.906
C: 1.981 1.811 -3.255
O: 2.599 0.785 -2.763
C: 0.479 1.933 -2.986
C: -0.172 3.165 -3.255
C: -1.500 3.265 -2.989
C: -2.205 2.143 -2.480
C: -3.592 2.170 -2.187
C: -4.219 1.056 -1.710
C: -3.485 -0.140 -1.505
C: -2.150 -0.191 -1.781
C: -1.484 0.956 -2.274
N: -0.141 0.886 -2.527
H: 0.412 3.979 -3.656
H: -2.034 4.193 -3.156
H: -4.144 3.088 -2.349
H: -5.278 1.082 -1.491
H: -3.992 -1.020 -1.130
H: -1.569 -1.093 -1.630
C: 2.888 1.044 2.210
C: 3.152 -0.395 1.841
O: 1.930 -1.180 1.854
P: 0.916 -1.163 0.622
O: -0.259 -0.174 0.996
C: -1.133 -0.356 2.140
C: -0.742 0.582 3.253
O: 0.209 -2.572 0.813
C: 1.009 -3.768 0.619
C: 1.254 -4.435 1.947
H: 3.823 1.607 2.166
H: 2.481 1.126 3.218
H: 2.187 1.507 1.513
H: 3.804 -0.888 2.559
H: 3.605 -0.475 0.852
H: -1.097 -1.398 2.453
H: -2.134 -0.147 1.768
H: 0.207 0.288 3.702
H: -1.510 0.572 4.029
H: -0.647 1.602 2.878
H: 1.947 -3.506 0.121
H: 0.441 -4.403 -0.058
H: 1.817 -3.776 2.607
H: 1.823 -5.356 1.801
H: 0.308 -4.690 2.426

---

> Which value of largest force on an atom does entry 3 give?

0.009 hartree/bohr